Version a
14
Properties=species:S:1:pos:R:3 method="wB97M-V/def2-TZVPD" molar_mass_g_mol=84.12 gap_ha=0.39217 smiles=CCNCC#N e_lumo_ev=0.9136
C -0.701 -1.193 1.611
C -0.192 -0.798 0.232
N 0.124 0.628 0.193
C 0.307 1.170 -1.134
C 1.410 0.576 -1.933
N 2.275 0.112 -2.546
H -1.575 -0.589 1.874
H 0.065 -1.036 2.379
H -0.985 -2.251 1.631
H 0.662 -1.432 -0.060
H -0.980 -0.976 -0.511
H 0.942 0.820 0.763
H 0.486 2.249 -1.068
H -0.620 1.035 -1.705


Version b
14
Properties=species:S:1:pos:R:3 method="wB97M-V/def2-TZVPD" molar_mass_g_mol=84.12 gap_ha=0.28689 e_lumo_ev=-0.3814
C 0.806 0.241 -0.933
C -0.774 -1.206 1.637
C 0.322 1.453 -1.551
C 0.553 -1.682 1.117
N -2.090 0.479 0.623
N -1.501 -0.489 1.041
H -0.093 1.465 -2.526
H -0.586 1.358 -0.806
H 0.904 2.341 -1.285
H 0.644 -2.125 0.203
H 1.288 -0.803 1.030
H 1.005 -2.449 1.880
H -1.901 0.767 -0.344
H 1.423 0.650 -0.086


Relative energy of each structure, in kJ/mol: version a 0.0; version b 812.4.


Version a
14
Properties=species:S:1:pos:R:3 method="wB97M-V/def2-TZVPD" molar_mass_g_mol=84.12 gap_ha=0.38347 smiles=C1N[C@H]1[C@H]1CN1 e_lumo_ev=1.0712
C 1.970 0.098 -0.398
N 1.523 -0.889 0.573
C 0.622 -0.512 -0.511
C -0.549 0.366 -0.150
C -1.970 -0.058 -0.163
N -1.215 -0.043 1.085
H 2.787 -0.216 -1.044
H 1.998 1.149 -0.105
H 1.212 -0.462 1.444
H 0.440 -1.319 -1.221
H -0.392 1.436 -0.309
H -2.259 -1.036 -0.546
H -2.721 0.720 -0.307
H -1.446 0.765 1.652


Version b
14
Properties=species:S:1:pos:R:3 method="wB97M-V/def2-TZVPD" molar_mass_g_mol=84.12 gap_ha=0.30556 e_lumo_ev=0.9824
C 0.364 1.407 1.200
C 1.722 0.793 0.697
C -1.571 -2.106 -1.110
C 0.482 0.597 -0.096
N -1.030 -0.964 -0.926
N -0.034 -0.757 -0.161
H -0.155 1.137 2.150
H 0.153 2.445 0.977
H 2.543 1.651 0.584
H 2.074 -0.116 1.311
H -1.250 -2.886 -0.419
H -2.426 -2.236 -1.791
H 0.528 1.113 -1.048
H -1.401 -0.079 -1.367


Version c
14
Properties=species:S:1:pos:R:3 method="wB97M-V/def2-TZVPD" molar_mass_g_mol=84.12 gap_ha=0.39068 e_lumo_ev=1.0243
H -0.436 0.911 1.550
N -1.216 0.250 1.670
C -1.581 -0.200 0.537
C -0.899 0.188 -0.746
C 0.568 -0.298 -0.826
C 1.693 0.283 -0.053
N 1.191 -1.044 0.268
H -2.442 -0.872 0.498
H -1.421 -0.159 -1.642
H -1.069 1.270 -0.708
H 0.830 -0.726 -1.794
H 2.696 0.299 -0.476
H 1.480 1.112 0.622
H 0.607 -1.014 1.101


Relative energy of each structure, in kJ/mol: version a 39.4; version b 221.6; version c 0.0.


Version a
14
Properties=species:S:1:pos:R:3 method="wB97M-V/def2-TZVPD" molar_mass_g_mol=84.12 gap_ha=0.35435 smiles="C[C@@H]1CNC=N1" e_lumo_ev=1.0552
C -1.813 -0.118 -0.426
C -0.554 0.497 0.156
C 0.872 0.320 -0.778
N 1.742 -0.202 0.236
C 1.041 -0.422 1.389
N -0.186 -0.080 1.405
H -2.670 0.129 0.205
H -1.720 -1.204 -0.473
H -2.004 0.284 -1.423
H -0.659 1.583 0.246
H 1.166 1.313 -1.106
H 0.753 -0.363 -1.621
H 2.515 -0.797 -0.018
H 1.516 -0.939 2.209


Version b
14
Properties=species:S:1:pos:R:3 method="wB97M-V/def2-TZVPD" molar_mass_g_mol=84.12 gap_ha="0.30112 / 0.31584" e_lumo_ev="0.4803 / 0.2535"
C 0.026 -0.938 0.285
C -0.973 -0.050 -0.052
C 1.391 -0.833 -0.213
C -0.915 1.463 -0.376
N -2.342 -0.258 0.533
N -2.083 -0.714 -0.701
H -0.303 -1.773 0.837
H 1.584 -0.138 -0.932
H 1.732 -1.838 -0.460
H 2.093 -0.535 0.576
H -0.628 1.973 0.522
H -1.898 1.517 -0.522
H -0.363 1.734 -1.276
H -2.458 -0.900 1.360


Version c
14
Properties=species:S:1:pos:R:3 method="wB97M-V/def2-TZVPD" molar_mass_g_mol=84.12 gap_ha=0.38918 smiles=CCNCC#N e_lumo_ev=0.8998
C 2.074 0.198 0.165
C 0.581 0.283 0.450
N -0.143 -0.580 -0.485
C -1.484 -0.159 -0.816
C -2.399 -0.040 0.347
N -3.069 0.034 1.287
H 2.269 0.501 -0.867
H 2.433 -0.830 0.282
H 2.653 0.839 0.837
H 0.367 0.036 1.502
H 0.230 1.312 0.301
H -0.150 -1.538 -0.153
H -1.920 -0.869 -1.528
H -1.443 0.814 -1.321


Relative energy of each structure, in kJ/mol: version a 0.0; version b 437.2; version c 7.0.


Version a
14
Properties=species:S:1:pos:R:3 method="wB97M-V/def2-TZVPD" molar_mass_g_mol=84.12 gap_ha=0.31282 e_lumo_ev=0.6351
C 1.863 0.105 0.478
N 0.666 -0.656 0.127
C -0.526 0.138 -0.557
C -1.824 -0.575 -0.264
C -0.480 1.544 -0.322
N -0.438 2.707 -0.207
H 2.181 0.665 -0.406
H 2.666 -0.575 0.781
H 1.652 0.823 1.279
H 0.340 -1.300 0.847
H 0.441 -0.749 -0.997
H -2.640 -0.097 -0.817
H -1.788 -1.620 -0.601
H -2.101 -0.572 0.804


Version b
14
Properties=species:S:1:pos:R:3 method="wB97M-V/def2-TZVPD" molar_mass_g_mol=84.12 gap_ha=0.36347 smiles=CCNCC#N e_lumo_ev=0.2755
C 2.034 0.087 0.223
C 0.615 0.643 0.290
N -0.282 -0.260 -0.419
C -1.530 0.114 -0.833
C -2.567 -0.609 0.555
N -2.370 -1.636 1.084
H 2.366 -0.013 -0.816
H 2.083 -0.902 0.692
H 2.734 0.742 0.750
H 0.299 0.769 1.337
H 0.569 1.628 -0.190
H -0.379 -1.163 0.030
H -2.021 -0.561 -1.516
H -1.551 1.163 -1.187


Relative energy of each structure, in kJ/mol: version a 118.6; version b 0.0.


Version a
14
Properties=species:S:1:pos:R:3 method="wB97M-V/def2-TZVPD" molar_mass_g_mol=84.12 gap_ha=0.32895 smiles=N[C@@]12C[C@@H]1CN2 e_lumo_ev=1.1156
N -1.881 -0.559 0.253
C -0.565 -0.189 -0.041
C -0.107 1.182 -0.470
C 0.597 0.634 0.749
C 1.511 -0.480 0.293
N 0.386 -1.212 -0.344
H -2.333 -1.140 -0.442
H -2.456 0.215 0.555
H 0.447 1.292 -1.399
H -0.805 1.988 -0.283
H 0.506 1.015 1.752
H 2.304 -0.188 -0.404
H 1.929 -1.078 1.104
H 0.468 -1.479 -1.322


Version b
14
Properties=species:S:1:pos:R:3 method="wB97M-V/def2-TZVPD" molar_mass_g_mol=84.12 gap_ha=0.34340 e_lumo_ev=0.9283
C 1.813 -0.846 -0.005
C 1.197 0.609 -0.071
N 0.078 1.318 -0.031
N -1.082 0.677 -0.062
C -1.275 -0.724 -0.692
C -1.082 -0.498 0.828
H 2.291 -0.792 0.988
H 1.267 -1.884 -0.105
H 2.493 -0.630 -0.837
H 1.959 1.302 -0.059
H -0.487 -1.212 -1.214
H -2.433 -0.660 -1.091
H 0.002 -0.582 1.105
H -1.978 -0.748 1.509


Version c
14
Properties=species:S:1:pos:R:3 method="wB97M-V/def2-TZVPD" molar_mass_g_mol=84.12 gap_ha=0.32267 e_lumo_ev=0.6643
C -0.205 1.499 -1.304
N -0.093 1.629 0.141
C 0.705 0.604 -0.549
C 0.214 -0.774 -0.817
C 0.145 -1.254 1.331
N -0.725 -1.096 0.138
H 0.213 2.292 -1.916
H -1.100 1.024 -1.709
H -0.907 1.181 0.559
H 1.771 0.816 -0.592
H 1.170 -1.392 0.957
H 0.109 -0.385 1.988
H -0.102 -2.176 1.851
H -1.196 -1.969 -0.077


Relative energy of each structure, in kJ/mol: version a 0.0; version b 276.2; version c 213.1.


Version a
14
Properties=species:S:1:pos:R:3 method="wB97M-V/def2-TZVPD" molar_mass_g_mol=84.12 gap_ha=0.33081 e_lumo_ev=0.1577
C 0.202 1.143 1.598
C -0.310 0.981 0.164
C -0.535 -1.365 -0.730
N -0.351 -1.195 -2.023
C 0.619 -1.740 0.043
N 1.448 -2.148 0.746
H 0.929 0.359 1.843
H -0.626 1.072 2.310
H 0.702 2.108 1.767
H -1.062 1.735 -0.095
H 0.530 1.105 -0.552
H -0.921 -0.008 0.011
H 0.541 -1.048 -2.486
H -1.164 -0.999 -2.595


Version b
14
Properties=species:S:1:pos:R:3 method="wB97M-V/def2-TZVPD" molar_mass_g_mol=84.12 gap_ha=0.38070 smiles="C/C=N/N1CC1" e_lumo_ev=1.0464
C 2.424 0.106 -0.465
C 0.808 0.262 -0.617
N 0.117 0.891 0.278
N -1.236 0.759 -0.176
C -1.945 0.283 1.107
C -1.548 -0.678 0.076
H 3.003 0.781 -1.323
H 2.815 0.381 0.628
H 2.878 -0.996 -0.891
H 0.119 -0.007 -1.437
H -3.044 0.677 1.227
H -1.431 0.107 2.039
H -2.261 -1.284 -0.670
H -0.698 -1.282 0.226


Version c
14
Properties=species:S:1:pos:R:3 method="wB97M-V/def2-TZVPD" molar_mass_g_mol=84.12 gap_ha="0.27600 / 0.27887" e_lumo_ev="0.7446 / 0.6900"
C -0.562 -1.410 -0.443
N -1.753 -0.918 0.125
C -1.193 0.301 -0.445
C 0.280 0.133 -0.425
C 1.122 1.560 0.682
N 0.930 0.214 0.930
H -0.673 -1.801 -1.453
H 0.101 -2.016 0.194
H -1.671 -0.899 1.139
H -1.671 0.677 -1.334
H 0.924 0.275 -1.296
H 0.242 2.189 0.800
H 2.114 1.999 0.606
H 1.810 -0.304 0.920


Version d
14
Properties=species:S:1:pos:R:3 method="wB97M-V/def2-TZVPD" molar_mass_g_mol=84.12 gap_ha=0.34496 e_lumo_ev=0.8546
H -1.163 -1.269 -2.340
N -1.401 -1.948 -1.447
C -0.820 -1.586 -0.335
N -0.253 -0.410 0.023
C 0.588 -0.095 1.231
C 0.780 1.319 0.539
C -0.090 0.867 -0.669
H -0.710 -2.368 0.503
H 1.575 -0.656 1.427
H -0.030 -0.022 2.145
H 1.776 1.649 0.193
H 0.431 2.227 0.963
H -1.022 1.519 -0.620
H 0.339 0.773 -1.613


Relative energy of each structure, in kJ/mol: version a 80.7; version b 257.8; version c 415.9; version d 0.0.


Version a
14
Properties=species:S:1:pos:R:3 method="wB97M-V/def2-TZVPD" molar_mass_g_mol=84.12 gap_ha="0.28950 / 0.28894" e_lumo_ev="0.6152 / 0.7050"
C -1.323 0.592 -1.301
N -0.010 1.171 -1.587
C -0.122 -0.265 -1.248
C 0.357 -0.809 0.021
C 1.111 -0.187 2.010
N 0.008 -0.356 1.252
H -1.989 0.502 -2.150
H -1.804 0.864 -0.361
H 0.306 1.669 -0.757
H 0.110 -0.932 -2.074
H 1.165 -1.520 0.026
H 1.954 0.299 1.542
H 1.178 -0.654 2.982
H -0.940 -0.374 1.644


Version b
14
Properties=species:S:1:pos:R:3 method="wB97M-V/def2-TZVPD" molar_mass_g_mol=84.12 gap_ha=0.38340 e_lumo_ev=0.9789
H -3.130 -0.184 0.277
N -2.355 -0.789 0.105
C -1.276 -0.166 -0.075
N -1.177 1.239 -0.193
C 0.051 -0.909 -0.241
C 1.167 -0.318 0.494
C 2.333 0.057 -0.125
H -1.830 1.841 0.383
H -0.239 1.640 -0.197
H 0.260 -0.885 -1.288
H -0.224 -1.968 -0.028
H 0.896 -0.042 1.631
H 3.010 0.580 0.510
H 2.516 -0.097 -1.253


Relative energy of each structure, in kJ/mol: version a 291.5; version b 0.0.


Version a
14
Properties=species:S:1:pos:R:3 method="wB97M-V/def2-TZVPD" molar_mass_g_mol=84.12 gap_ha=0.38591 smiles="C/N=C/[C@H]1CN1" e_lumo_ev=1.1723
C -2.211 0.453 0.727
N -0.844 0.033 0.535
C -0.343 0.122 -0.624
C 1.001 -0.455 -0.892
C 2.146 0.013 -0.065
N 1.569 -1.302 0.147
H -2.775 -0.428 1.049
H -2.676 0.856 -0.186
H -2.280 1.195 1.528
H -0.881 0.582 -1.468
H 1.170 -0.787 -1.915
H 3.148 0.019 -0.485
H 1.928 0.801 0.654
H 0.923 -1.263 0.937


Version b
14
Properties=species:S:1:pos:R:3 method="wB97M-V/def2-TZVPD" molar_mass_g_mol=84.12 gap_ha="0.28380 / 0.28368" e_lumo_ev="0.3161 / 0.3154"
C 0.184 -0.451 1.361
N 0.386 -0.237 -0.067
C 1.489 0.616 -0.479
C -0.623 -0.520 -0.893
C -2.018 -0.216 -0.466
N -2.884 -0.281 0.364
H 1.046 -0.065 1.907
H 0.077 -1.519 1.567
H -0.735 0.048 1.698
H 1.314 1.646 -0.138
H 1.558 0.621 -1.569
H 2.434 0.258 -0.061
H -0.418 -0.550 -1.959
H -1.810 0.650 -1.265


Relative energy of each structure, in kJ/mol: version a 0.0; version b 230.0.


Version a
16
Properties=species:S:1:pos:R:3 method="wB97M-V/def2-TZVPD" molar_mass_g_mol=111.10 gap_ha=0.38403 smiles="O=CNCO.O.O" e_lumo_ev=0.6929
O 0.426 0.724 -2.033
C -0.563 1.424 -2.165
N -1.540 1.604 -1.247
C -1.865 0.804 -0.049
O -0.847 -0.021 0.430
H -0.651 2.077 -3.045
H -2.114 2.421 -1.326
H -2.742 0.174 -0.193
H -2.149 1.577 0.679
H -0.054 0.360 0.045
O 2.414 1.368 0.196
H 3.263 1.158 0.583
H 2.378 0.723 -0.489
O 0.981 -4.678 2.984
H 1.774 -4.161 2.952
H 1.286 -5.553 2.679


Version b
16
Properties=species:S:1:pos:R:3 method="wB97M-V/def2-TZVPD" molar_mass_g_mol=111.10 gap_ha=0.37414 smiles="CNC(=O)O.O.O" e_lumo_ev=0.2634
C -0.314 -0.120 -1.879
N -1.383 0.311 -0.995
C -1.102 1.264 0.014
O -1.843 2.204 0.338
O -0.017 1.080 0.811
H -0.554 -1.126 -2.263
H 0.716 -0.233 -1.406
H -0.222 0.615 -2.734
H -2.330 0.404 -1.287
H -0.434 1.047 1.702
O -0.717 -1.550 1.506
H -0.166 -2.275 1.977
H -0.029 -0.872 1.332
O 2.983 0.066 1.028
H 3.357 -0.725 0.736
H 2.058 -0.089 1.119


Relative energy of each structure, in kJ/mol: version a 7.4; version b 0.0.


Version a
16
Properties=species:S:1:pos:R:3 method="wB97M-V/def2-TZVPD" molar_mass_g_mol=111.10 gap_ha=0.39503 smiles="CNC(=O)O.O.O" e_lumo_ev=0.5528
C -2.215 -0.169 -0.231
N -1.362 0.064 0.913
C 0.004 0.162 0.868
O 0.744 0.696 1.648
O 0.489 -0.541 -0.237
H -2.498 -1.242 -0.285
H -3.177 0.353 -0.289
H -1.735 0.135 -1.155
H -1.783 0.070 1.825
H -0.122 -1.273 -0.250
O -0.849 -0.255 4.193
H -0.638 0.452 3.571
H -1.025 0.211 5.019
O 4.700 0.064 -5.369
H 5.369 0.448 -4.783
H 4.098 0.826 -5.440


Version b
16
Properties=species:S:1:pos:R:3 method="wB97M-V/def2-TZVPD" molar_mass_g_mol=111.10 gap_ha=0.39960 smiles="O=CNCO.O.O" e_lumo_ev=0.4739
O -2.154 1.010 -0.536
C -1.267 1.182 0.263
N -0.340 0.236 0.640
C -0.331 -1.006 -0.104
O 0.567 -1.032 -1.199
H -1.175 2.171 0.738
H 0.039 0.164 1.570
H -1.339 -1.215 -0.461
H -0.002 -1.807 0.555
H 0.651 -0.113 -1.488
O 2.067 -0.843 2.538
H 1.234 -1.261 2.308
H 2.505 -1.490 3.102
O 0.029 1.584 -2.430
H 0.265 1.320 -3.314
H -0.749 1.101 -2.182


Relative energy of each structure, in kJ/mol: version a 0.0; version b 22.9.


Version a
14
Properties=species:S:1:pos:R:3 method="wB97M-V/def2-TZVPD" molar_mass_g_mol=234.54 gap_ha=0.30561 e_lumo_ev=-0.8478
C -1.286 0.687 1.189
C -0.113 -1.851 -0.566
C 1.057 1.148 -0.891
Si 0.067 -0.106 0.134
Cl 2.294 -0.373 2.221
I -0.168 1.782 -2.572
H -1.852 1.425 0.621
H -1.985 -0.051 1.571
H -0.838 1.191 2.042
H 0.649 -2.065 -1.312
H -0.006 -2.580 0.232
H -1.089 -1.996 -1.027
H 1.297 2.045 -0.330
H 1.971 0.743 -1.311


Version b
14
Properties=species:S:1:pos:R:3 method="wB97M-V/def2-TZVPD" molar_mass_g_mol=234.54 gap_ha=0.33281 smiles="Cl[SiH2]I.C=CC" e_lumo_ev=-0.6795
Cl -1.722 -1.885 -3.912
Si -1.083 -0.336 -2.437
I 0.914 0.516 -3.486
H -2.261 0.181 -1.478
H -0.408 -0.837 -0.988
C 1.652 -0.559 1.148
C 0.792 0.333 1.586
C -0.558 0.957 1.253
H 1.437 -1.355 0.393
H 2.501 -0.876 1.712
H 1.228 0.790 2.535
H -1.059 0.348 2.006
H -0.451 2.032 1.337
H -0.980 0.692 0.330


Relative energy of each structure, in kJ/mol: version a 0.0; version b 127.1.


Version a
12
Properties=species:S:1:pos:R:3 method="wB97M-V/def2-TZVPD" molar_mass_g_mol=77.09 gap_ha=0.14408 e_lumo_ev=-4.7505
N -0.796 -1.156 0.222
C -0.827 -0.206 -0.740
N 0.245 0.450 -0.992
N -2.017 -0.011 -1.295
H 0.193 -1.454 0.293
H -0.956 -0.039 2.736
H 3.043 -0.077 1.177
H 1.080 0.285 -0.436
H -1.926 0.172 -2.293
H 0.291 1.197 -1.660
H -0.714 0.590 2.432
O 2.384 0.248 0.557


Version b
12
Properties=species:S:1:pos:R:3 method="wB97M-V/def2-TZVPD" molar_mass_g_mol=77.09 gap_ha=0.34783 smiles="N=C(N)N.O" e_lumo_ev=0.8688
N 0.633 0.656 0.790
C 0.681 0.023 -0.341
N 1.295 0.475 -1.552
N -0.129 -1.110 -0.566
H 0.154 1.445 0.840
H 2.234 0.900 -1.390
H 1.366 -0.257 -2.272
H -0.708 -1.099 -1.369
H -0.566 -1.332 0.308
O -1.834 -0.206 1.553
H -0.901 0.165 1.686
H -2.225 0.340 2.311


Version c
12
Properties=species:S:1:pos:R:3 method="wB97M-V/def2-TZVPD" molar_mass_g_mol=77.09 gap_ha=0.37203 smiles="N=C(N)N.O" e_lumo_ev=0.7798
N 0.161 0.413 1.033
C -0.006 0.739 -0.196
N -0.277 2.032 -0.624
N -0.080 -0.207 -1.216
H 0.436 1.228 1.549
H -0.659 2.590 0.116
H -0.574 2.170 -1.571
H 0.503 -0.012 -2.008
H -0.208 -1.160 -0.916
O 0.286 -2.528 0.912
H 0.438 -1.565 0.950
H -0.573 -2.566 1.355


Relative energy of each structure, in kJ/mol: version a 762.0; version b 142.7; version c 0.0.